Entry 1:
{
  "formula": "C13H52O13",
  "method": "wB97M-V/def2-TZVPD",
  "energy_ev": -40935.7448,
  "e_homo_ev": -9.404,
  "lumo_energy_ev": 0.36,
  "elements": ["C", "O", "H", "H", "H", "H", "C", "O", "H", "H", "H", "H", "C", "O", "H", "H", "H", "H", "C", "O", "H", "H", "H", "H", "C", "O", "H", "H", "H", "H", "C", "O", "H", "H", "H", "H", "C", "O", "H", "H", "H", "H", "C", "O", "H", "H", "H", "H", "C", "O", "H", "H", "H", "H", "C", "O", "H", "H", "H", "H", "C", "O", "H", "H", "H", "H", "C", "O", "H", "H", "H", "H", "C", "O", "H", "H", "H", "H"],
  "positions_angstrom": [[0.79556, 0.16072, 3.54982], [1.93935, 0.06464, 2.68970], [1.10042, -0.28199, 4.57583], [0.37250, 1.17845, 3.64029], [-0.06665, -0.44764, 3.31605], [2.21227, -0.82674, 2.56457], [-0.80230, 0.76204, -3.41496], [0.48266, 0.12879, -3.58199], [-0.75754, 1.47071, -2.54453], [-1.06627, 1.45261, -4.26359], [-1.51900, -0.02908, -3.30800], [1.18013, 0.80740, -3.65825], [3.34750, -3.48536, 1.16620], [2.68890, -2.83218, 2.30163], [3.70713, -2.71533, 0.55412], [4.16202, -4.13041, 1.48636], [2.58386, -4.06391, 0.68137], [2.72143, -3.44931, 3.04700], [4.27244, 2.93704, 1.99913], [4.11284, 3.86271, 0.96412], [4.77350, 2.06013, 1.55279], [4.94446, 3.28185, 2.76305], [3.31933, 2.57172, 2.44725], [4.30135, 4.72238, 1.29253], [3.46845, 0.49122, -1.05530], [4.50830, 1.50893, -1.03561], [3.57793, -0.12226, -0.12890], [2.50550, 1.01345, -1.07805], [3.72675, -0.15940, -1.86620], [4.16335, 2.31756, -0.59007], [1.11677, -3.43561, -3.53117], [1.41361, -2.31911, -2.69272], [0.11200, -3.78976, -3.47607], [1.29186, -3.10375, -4.61168], [1.80601, -4.20028, -3.33774], [0.80358, -1.65905, -2.95649], [-1.29236, -3.46484, 1.33560], [-1.91972, -4.01531, 0.12633], [-0.56184, -4.20877, 1.73783], [-0.75953, -2.52713, 1.02465], [-2.01166, -3.17960, 2.10564], [-2.86319, -3.98630, 0.25930], [1.26980, 3.41871, -0.93480], [1.68133, 3.04632, -2.29596], [0.22338, 3.34176, -0.81990], [1.74028, 2.78055, -0.12640], [1.54358, 4.43022, -0.72817], [2.45715, 3.50701, -2.63542], [-0.56252, 3.75181, 2.39498], [-0.97305, 3.72318, 1.02072], [-0.35220, 4.81152, 2.63796], [-1.33656, 3.41364, 3.10086], [0.36650, 3.12702, 2.45810], [-1.74534, 3.14691, 0.90053], [-4.24780, -1.32669, 1.94972], [-4.54832, -2.39609, 1.08320], [-5.04026, -0.65651, 2.04314], [-3.92772, -1.60296, 2.95116], [-3.40638, -0.76855, 1.52939], [-5.29731, -2.97421, 1.24198], [-3.63691, -2.24434, -2.40104], [-2.20973, -2.03456, -2.13312], [-3.84217, -1.77961, -3.43937], [-3.78948, -3.28325, -2.55117], [-4.30915, -1.72369, -1.61433], [-1.94171, -2.75784, -1.57318], [-4.11719, 2.43182, -0.16600], [-3.00642, 2.00530, 0.50872], [-4.75610, 3.08023, 0.37062], [-3.91465, 2.94390, -1.15666], [-4.78750, 1.58739, -0.42857], [-2.58101, 1.18506, 0.13836], [-0.14179, 0.03777, -0.06868], [-1.59146, -0.15069, -0.12877], [0.39964, -0.81777, 0.29677], [0.21592, 0.22586, -1.08585], [0.04960, 0.95682, 0.46821], [-1.77611, -0.79531, -0.85687]],
  "forces_ev_per_angstrom": [[1.0, -1.2, 1.9], [-1.4, 2.2, 0.2], [-0.5, 1.2, -1.1], [0.9, -0.3, -0.1], [-0.2, -0.5, -0.9], [0.1, -1.5, 0.0], [1.1, 2.0, -0.2], [-0.3, 0.6, -0.3], [-0.3, -0.9, -0.4], [0.2, -0.9, 0.4], [-0.4, -0.2, 0.2], [-0.5, -0.3, 0.2], [-1.1, -0.3, 1.8], [0.6, -0.5, -0.1], [0.5, 1.0, -1.0], [0.1, 0.0, 0.1], [-0.1, -0.3, -0.6], [-0.1, 0.3, -0.3], [0.0, -1.9, 0.1], [-0.5, -0.3, -0.8], [-0.3, 0.1, 0.2], [0.2, 0.4, 0.5], [0.5, 0.5, -0.3], [0.1, 1.1, 0.3], [1.2, 1.0, 1.6], [-0.6, 0.5, 0.3], [-0.4, 0.4, -0.4], [0.0, -0.8, -0.4], [-0.5, -0.2, -0.7], [0.3, -0.9, -0.4], [0.6, 2.3, -2.0], [0.5, -2.0, 0.5], [-0.8, -0.3, 0.4], [-0.3, -0.6, 1.1], [0.9, -1.2, 0.5], [-0.7, 1.6, -0.3], [0.7, 0.3, -1.1], [0.8, 0.3, 0.9], [-0.6, 0.6, -0.3], [-0.3, -0.9, 0.4], [-0.1, -0.3, -0.2], [-0.6, 0.2, 0.2], [2.0, -0.8, -0.4], [-0.8, -0.3, 0.7], [-1.0, -0.2, -0.3], [-0.3, 0.5, -1.0], [0.2, 0.7, 0.1], [-0.1, 0.1, 0.7], [0.4, 0.2, -0.8], [0.0, 0.3, 0.7], [0.2, -0.6, 0.0], [0.2, -0.2, -0.3], [-0.7, 0.6, 0.4], [-0.1, -0.2, 0.1], [1.1, -0.4, 0.2], [0.8, -0.7, -1.1], [-1.6, 1.1, 0.1], [-0.1, -0.5, 0.2], [-0.1, -0.3, -0.3], [-0.2, 0.6, 0.8], [0.3, 2.7, -0.9], [-1.4, 0.5, -0.4], [0.3, -0.5, 1.7], [-0.5, -1.0, 0.4], [1.1, -1.2, -1.2], [0.3, -0.7, 0.6], [-1.1, -0.8, -3.0], [1.1, -0.3, 0.9], [-0.2, 0.9, 1.1], [0.1, -0.4, 0.9], [0.3, 0.1, 0.0], [-0.3, 0.5, 0.0], [-0.9, 0.7, -1.4], [0.8, -0.6, -0.2], [0.0, -0.3, 0.5], [0.1, -0.1, 0.1], [0.0, -0.1, 0.6], [0.0, 0.5, 0.4]]
}


Entry 2:
{
  "formula": "C13H62BNO31",
  "method": "wB97M-V/def2-TZVPD",
  "energy_ev": -80134.7816,
  "total_charge": -2,
  "e_homo_ev": -2.312,
  "lumo_energy_ev": 3.46,
  "elements": ["C", "C", "C", "C", "C", "C", "N", "O", "C", "C", "C", "H", "H", "H", "H", "H", "H", "H", "H", "H", "H", "H", "H", "H", "H", "H", "H", "H", "H", "O", "C", "O", "B", "O", "C", "O", "O", "C", "O", "C", "O", "O", "O", "H", "H", "O", "H", "H", "O", "H", "H", "O", "H", "H", "O", "H", "H", "O", "H", "H", "O", "H", "H", "O", "H", "H", "O", "H", "H", "O", "H", "H", "O", "H", "H", "O", "H", "H", "O", "H", "H", "O", "H", "H", "O", "H", "H", "O", "H", "H", "O", "H", "H", "O", "H", "H", "O", "H", "H", "O", "H", "H", "O", "H", "H", "O", "H", "H"],
  "positions_angstrom": [[-0.86833, -0.74206, 2.40539], [-0.98643, -0.63380, 0.84990], [-1.67108, 0.75492, 0.64448], [-1.70996, 1.23992, -0.83798], [-0.33079, 1.21463, -1.48526], [0.41661, -0.14416, -1.34988], [0.34367, -0.67729, 0.08410], [1.23601, -1.81602, 0.30922], [1.86011, 0.21527, -1.78427], [-0.22952, -1.09414, -2.40068], [-2.02556, -1.70876, 0.37174], [-0.44105, -1.68534, 2.74561], [-1.78920, -0.48331, 2.92800], [-0.07357, -0.09380, 2.77444], [-1.14811, 1.57789, 1.13164], [-2.70841, 0.80625, 0.97522], [-2.13581, 2.24189, -0.89101], [-2.44288, 0.65625, -1.39499], [0.23593, 2.01696, -1.01283], [-0.53113, 1.54360, -2.50494], [1.96946, 0.74084, -2.73291], [2.47454, -0.67830, -1.89434], [2.34820, 0.75862, -0.97518], [-1.30030, -1.22743, -2.24649], [0.28152, -2.04842, -2.52838], [-0.11814, -0.56112, -3.34491], [-1.72345, -2.73367, 0.58716], [-2.23620, -1.63888, -0.69543], [-2.98816, -1.65383, 0.88015], [8.04970, 2.25304, 2.08307], [7.59274, 2.69952, 1.04183], [6.28688, 2.69806, 0.65410], [6.20798, 3.27939, -0.73332], [7.59030, 3.64120, -1.03106], [8.46311, 3.17176, -0.10541], [9.74576, 3.23451, -0.10484], [5.71499, 2.28190, -1.67497], [4.65522, 2.84757, -2.35871], [4.03644, 2.32327, -3.33300], [4.36091, 4.28294, -1.76834], [5.20174, 4.37661, -0.77030], [3.41735, 5.01780, -2.12762], [-4.33435, -1.43119, -2.44059], [-4.87794, -1.20393, -1.68620], [-4.81705, -1.09295, -3.19480], [2.70720, 3.43160, 1.16937], [2.70820, 2.47921, 1.26511], [3.47667, 3.61959, 0.63197], [-4.23272, 2.99378, 1.18002], [-3.41933, 2.61077, 1.50854], [-4.58160, 2.33636, 0.57810], [-4.88519, 1.61081, -1.56759], [-4.93905, 1.91887, -2.47227], [-3.96000, 1.40093, -1.44023], [-2.08214, -5.94521, 0.95935], [-2.51452, -5.28358, 0.41943], [-1.94339, -6.68466, 0.36757], [-1.35888, 2.29424, 4.23550], [-0.65901, 2.93308, 4.37075], [-0.91011, 1.50979, 3.92008], [2.54159, 0.73369, 1.45163], [3.11487, 0.04892, 1.79611], [2.03442, 0.29949, 0.76571], [1.50884, 2.00413, 3.76867], [1.57213, 2.83582, 3.29905], [1.84284, 1.35369, 3.15093], [0.05392, -4.51221, -0.80396], [0.16520, -3.67063, -0.36174], [0.71831, -5.07897, -0.41204], [-2.82360, -3.31487, 3.26013], [-2.22658, -2.98943, 2.58643], [-3.37415, -2.56239, 3.47673], [-1.93866, 4.53126, 0.32125], [-2.88936, 4.61267, 0.39726], [-1.78758, 4.33770, -0.60392], [-2.92238, 0.13746, 5.08783], [-3.28587, 0.45662, 5.91381], [-2.33399, 0.83506, 4.79908], [-2.52476, -4.40027, -1.44535], [-2.48723, -3.51700, -1.81230], [-1.61902, -4.60082, -1.20944], [-4.74144, -1.03044, 3.40025], [-4.35108, -0.55765, 4.13532], [-5.42776, -1.56678, 3.79718], [1.12780, 0.17661, 5.79080], [1.05485, 0.82800, 5.09323], [1.75771, -0.46242, 5.45751], [-0.63298, 0.90522, -5.48298], [-0.60253, 0.75712, -6.42816], [0.19102, 1.34934, -5.28298], [3.52232, -3.12509, -1.18151], [2.81666, -2.77633, -0.63688], [3.18217, -3.07682, -2.07494], [1.77065, 1.97871, -5.05080], [2.44036, 1.98315, -4.36691], [2.02459, 1.26076, -5.63070], [2.84545, -2.08873, 2.88738], [2.26193, -2.14087, 2.13040], [2.42631, -2.63585, 3.55162], [-5.60079, -1.37082, 0.49942], [-5.41729, -1.26095, 1.43242], [-5.52571, -2.31321, 0.34942], [-2.68371, -0.66489, -4.76123], [-2.89096, -0.99263, -3.88610], [-1.74685, -0.47123, -4.72933], [1.56221, -4.42220, -3.16938], [1.03409, -4.24694, -2.39053], [1.85610, -5.32676, -3.06150]],
  "forces_ev_per_angstrom": [[1.7, -0.2, -0.7], [-0.6, -0.1, -0.5], [0.5, 0.9, -1.9], [-0.2, -0.7, 0.8], [-1.0, 0.1, 0.9], [-1.0, -0.1, -0.2], [0.7, 1.3, 0.4], [-1.7, 0.3, -0.2], [0.4, -1.4, 0.9], [0.6, 0.6, -0.1], [0.4, -0.1, 0.2], [-0.6, -0.5, -0.1], [-0.1, -0.3, -0.3], [0.0, 0.6, -0.2], [0.4, -0.2, 0.5], [0.0, -0.7, 0.5], [0.2, 0.3, 0.3], [0.3, -0.7, -0.3], [0.3, 0.0, 0.1], [0.7, -0.4, -0.4], [-0.6, 0.2, 0.2], [-0.1, -0.2, 0.1], [0.0, 0.4, -0.3], [0.1, -0.1, 0.1], [0.0, -0.1, 0.3], [0.0, -0.1, -0.3], [0.6, -0.1, -0.2], [0.0, 0.1, 0.2], [-0.1, 0.5, 0.1], [-1.1, 1.0, -1.5], [-0.4, -2.2, 1.6], [1.6, 0.7, 0.0], [-0.1, -0.9, 1.4], [1.9, 0.0, 0.0], [3.7, 1.7, -0.7], [-6.0, -0.3, -0.5], [-2.5, 1.2, -1.9], [-0.7, -2.3, -2.9], [2.5, 1.7, 3.9], [-2.8, 0.0, -1.3], [0.5, 1.3, 0.3], [3.5, -2.1, 1.3], [0.3, -0.3, -0.2], [-0.1, 0.3, 0.6], [-0.2, 0.1, -0.2], [-0.3, 0.8, 0.1], [0.1, -0.8, 0.0], [0.2, 0.2, 0.0], [-0.3, 0.4, 0.2], [0.4, 0.0, 0.2], [-0.3, -0.2, -0.4], [-0.6, 0.1, 0.2], [0.0, 0.1, -0.2], [0.4, -0.2, 0.0], [0.1, -0.4, 0.6], [-0.3, 0.4, -0.3], [0.0, -0.1, -0.2], [-0.8, 0.0, 0.1], [0.2, 0.0, 0.0], [0.7, -0.1, -0.5], [0.5, 0.5, 0.8], [0.3, -0.3, 0.1], [-1.1, -0.7, -0.3], [-0.4, 0.3, 0.7], [0.2, 0.3, -0.3], [0.3, -0.4, -0.9], [0.1, -0.7, -0.6], [0.5, 1.4, 0.6], [0.1, -0.1, 0.3], [-0.1, -0.6, 0.2], [0.2, 0.1, -0.1], [-0.1, 0.5, -0.1], [0.4, 0.3, 0.1], [-0.4, -0.2, 0.1], [0.2, 0.0, -0.2], [-0.7, -0.7, 0.2], [0.1, 0.1, 0.3], [0.2, 0.6, 0.0], [-1.1, -0.3, -0.1], [-0.2, 0.3, -0.1], [0.8, -0.1, 0.0], [-0.6, -0.5, -0.6], [0.8, 0.7, 0.4], [-0.3, -0.2, 0.1], [-0.3, -0.5, 0.6], [0.2, 0.5, -0.3], [0.2, -0.1, -0.1], [-0.6, -0.4, -0.3], [-0.2, -0.1, -0.2], [0.6, 0.5, 0.6], [0.7, -0.4, -0.1], [-0.7, 0.6, 0.4], [-0.2, -0.1, -0.2], [-0.4, 0.1, -0.6], [0.6, 0.3, 0.6], [0.4, -0.2, -0.1], [0.6, 0.1, 0.7], [-0.7, 0.2, -1.1], [-0.1, -0.1, 0.1], [-0.3, 0.1, -0.5], [0.3, 0.3, 0.5], [0.1, -0.3, 0.0], [-0.7, -0.3, -0.2], [0.0, -0.2, 0.3], [0.4, 0.4, -0.1], [0.4, 0.1, -0.9], [-0.5, 0.0, 0.6], [0.1, -0.1, 0.0]]
}


Entry 3:
{
  "formula": "C13H6BrF4ILaN2O6",
  "method": "wB97M-V/def2-TZVPD",
  "energy_ev": -118680.1489,
  "total_charge": 3,
  "e_homo_ev": -16.337,
  "lumo_energy_ev": -14.49,
  "elements": ["O", "C", "C", "Br", "C", "C", "C", "C", "I", "C", "O", "C", "N", "C", "O", "F", "C", "O", "F", "C", "N", "C", "O", "F", "C", "O", "F", "H", "H", "H", "H", "H", "H", "La"],
  "positions_angstrom": [[-0.52189, 0.88329, 3.46591], [-0.43662, 0.66049, 2.30219], [-1.52262, 0.95385, 1.31649], [-2.44806, 2.54443, 1.53693], [-1.76955, 0.05929, 0.35328], [-2.78364, 0.15180, -0.73245], [-2.07315, 0.58946, -2.04407], [-2.27231, 2.07823, -2.38180], [-3.55181, 2.28521, -4.06123], [-0.92650, -1.16348, 0.33034], [-1.32153, -2.26197, 0.05607], [0.50449, -0.91263, 0.72842], [1.62963, -1.63966, 0.06412], [1.70077, -1.50198, -1.24097], [1.73223, -2.44997, -2.11675], [1.78819, -0.28869, -1.74219], [1.75606, -3.04386, 0.54509], [2.54186, -3.30687, 1.34917], [0.93926, -3.87245, -0.02274], [0.77182, -0.01890, 1.67426], [2.13366, 0.27598, 1.98092], [2.40871, 0.85528, 3.27747], [3.01497, 1.84759, 3.40565], [1.96961, 0.07097, 4.22480], [2.61821, 1.15941, 0.94865], [3.50568, 0.89177, 0.22277], [1.87195, 2.23186, 0.80666], [-3.55799, 0.86382, -0.49536], [-3.19129, -0.83609, -0.89967], [-0.99310, 0.46595, -1.91267], [-2.35280, -0.05329, -2.86803], [-2.67061, 2.61599, -1.53650], [-1.32933, 2.54887, -2.61168], [2.83567, -2.68371, -3.92310]],
  "forces_ev_per_angstrom": [[0.4, 0.3, 0.2], [-0.5, 0.2, 0.1], [0.0, 0.0, -0.4], [0.0, 0.0, 0.2], [-0.2, 0.3, 0.2], [0.4, -0.2, -0.6], [0.2, 0.3, 0.4], [0.2, -0.4, 0.0], [0.0, 0.2, 0.1], [0.0, 0.0, 0.1], [0.2, -0.2, -0.7], [0.8, 1.0, 0.4], [-2.1, -1.1, -1.6], [-0.3, 0.8, 1.1], [0.6, 0.6, 0.8], [-0.4, -0.8, 0.2], [0.3, -0.1, 0.5], [0.8, -0.1, 0.8], [-0.5, 0.0, -0.6], [0.8, -0.8, 0.1], [-1.2, 0.9, 0.4], [0.1, -0.3, 0.2], [0.2, 0.3, 0.1], [0.0, -0.1, -0.1], [0.7, -0.4, -0.4], [0.0, 0.0, -0.1], [-0.2, 0.2, 0.1], [-0.4, 0.0, 0.2], [-0.4, -0.2, 0.2], [0.2, -0.1, 0.0], [-0.2, -0.1, -0.2], [-0.4, 0.2, 0.1], [0.1, 0.2, -0.4], [0.6, -0.5, -1.3]]
}


Entry 4:
{
  "formula": "C13H6F6N4",
  "method": "wB97M-V/def2-TZVPD",
  "energy_ev": -35842.2988,
  "e_homo_ev": -9.310,
  "lumo_energy_ev": -0.91,
  "smiles": "Fc1ccc(-c2cc(C(F)(F)C(F)(F)F)nn3cnnc23)cc1",
  "elements": ["F", "C", "C", "C", "C", "C", "C", "C", "C", "F", "F", "C", "F", "F", "F", "N", "N", "C", "N", "N", "C", "C", "C", "H", "H", "H", "H", "H", "H"],
  "positions_angstrom": [[-3.54505, -0.12317, -4.69687], [-2.75924, -0.20059, -3.58221], [-2.62135, -1.43103, -2.89434], [-1.78322, -1.48336, -1.78238], [-1.12004, -0.31761, -1.32529], [-0.24968, -0.41670, -0.13573], [1.03292, 0.11391, -0.07581], [1.85186, 0.07099, 1.20187], [3.18955, 0.82281, 1.27765], [4.05918, -0.00741, 1.94235], [3.72901, 1.07467, 0.03855], [2.98600, 2.12592, 2.07098], [1.88489, 2.77660, 1.63802], [4.03426, 2.95036, 1.86673], [2.89007, 1.91514, 3.40535], [1.35819, -0.50355, 2.26831], [0.06022, -0.98952, 2.21755], [-0.69726, -1.50772, 3.24834], [-1.85833, -1.89961, 2.75789], [-1.89789, -1.61066, 1.41090], [-0.72779, -1.04585, 1.11534], [-1.22083, 0.89287, -2.03656], [-2.07455, 0.93093, -3.14227], [-3.09642, -2.31515, -3.28690], [-1.63262, -2.46188, -1.32364], [1.46666, 0.54605, -0.97352], [-0.38957, -1.55135, 4.28671], [-0.70601, 1.80129, -1.74830], [-2.16293, 1.84359, -3.74269]],
  "forces_ev_per_angstrom": [[0.6, -0.1, 0.9], [0.3, -0.6, 0.8], [0.3, 1.2, -0.6], [-0.3, 0.5, -0.4], [0.2, -0.4, -0.2], [1.4, 0.1, 1.5], [-0.1, -0.3, 1.1], [-3.4, -0.8, -1.9], [0.0, -2.2, 0.3], [-0.2, 1.1, -0.4], [-0.9, 0.0, 1.3], [0.8, 1.5, 0.6], [0.4, -0.6, 0.3], [-0.4, -0.5, 0.1], [-0.1, -0.1, -1.4], [0.2, 0.7, 0.2], [1.7, 0.6, 0.1], [-0.4, -0.3, -0.7], [0.8, 0.5, -0.1], [1.0, 0.4, 0.3], [-1.0, 0.1, -1.5], [-0.9, -1.1, -0.2], [-0.1, 0.3, -0.8], [-0.1, -0.1, 0.0], [0.0, 0.5, 0.2], [0.0, 0.0, 0.3], [0.1, 0.0, -0.4], [0.0, -0.2, 0.2], [0.0, -0.3, 0.3]]
}


The records above give, respectively, frontier orbital gap values of 9.764; 5.768; 1.843; 8.401 eV.